Record 1
Computed, not measured: an isolated molecule of C17H22N4O4S in a non-equilibrium geometry, with the ωB97M-V functional and the def2-TZVPD basis.

SMILES string ... CCOC(=O)CNC(=O)CSc1nnc(-c2ccc(OC)cc2)n1CC
Relative energy (zero: lowest compared OMol25 entry of this formula, charge and spin) ... 18.2 kcal per mole
Total charge ... 0
Total energy ... -42972.165 eV
Lowest unoccupied orbital energy ... 0.59 eV
HOMO level ... -8.22 eV
HOMO-LUMO gap ... 8.8 eV
Spin multiplicity ... 1

Last column: Löwdin charge in e.
Geometry (Å):
H  -3.05292  -2.08825  -0.41811  0.138
C  3.21747  0.01441  -0.27201  -0.161
C  -7.08626  -1.27743  0.76999  -0.210
H  6.81469  -3.36119  1.05086  0.096
C  1.86362  2.61270  1.01056  -0.205
N  1.30881  1.63848  0.10665  -0.008
H  -3.31618  -1.28943  1.16305  0.132
H  -7.40888  -3.40906  0.79743  0.076
C  3.41375  -1.36502  -0.25474  -0.014
H  2.55565  -2.00901  -0.36441  0.114
H  4.78467  -2.97922  -0.09126  0.105
H  -7.32609  -0.41838  0.13620  0.126
H  6.45655  0.95043  0.06937  0.120
C  -3.45694  -1.20542  0.07963  -0.052
N  0.95551  -0.12722  -1.14471  0.085
C  -7.69083  -2.54962  0.19350  -0.065
C  2.21726  3.91300  0.29437  -0.070
C  7.32426  -2.87001  0.21589  -0.085
H  4.22633  1.91953  -0.23196  0.098
C  4.67442  -1.90666  -0.10339  -0.008
H  1.11290  2.81658  1.78115  0.113
N  -0.19072  0.56289  -1.08679  -0.006
H  8.40106  -2.96151  0.34796  0.094
O  -5.66422  -1.37446  0.88306  -0.005
C  5.59018  0.31331  -0.01195  0.006
H  -2.19114  2.03170  -1.89168  0.087
H  1.32000  4.36847  -0.11674  0.054
O  -5.41477  -0.88291  -1.29611  0.117
C  -3.35272  1.17571  -0.26456  -0.561
H  7.03283  -3.35067  -0.72314  0.097
S  -1.14193  2.83427  0.09288  1.011
H  -7.43716  -1.09833  1.78806  0.123
C  5.77984  -1.06973  0.02937  -0.273
O  7.06086  -1.48697  0.19135  -0.079
C  4.33056  0.84844  -0.16345  -0.027
H  -1.89188  -0.10578  -0.91010  0.090
H  2.66803  4.60593  0.99888  0.080
H  -7.33763  -2.69960  -0.82355  0.073
H  -8.77362  -2.46441  0.18092  0.075
H  2.91730  3.73333  -0.51873  0.071
C  -2.56837  2.31219  -0.91000  -0.341
C  0.01842  1.61478  -0.33463  -0.602
C  1.86231  0.50421  -0.44415  -0.249
H  -3.20390  3.19481  -0.97206  0.086
C  -4.95721  -1.11564  -0.21049  -0.516
N  -2.80480  -0.03383  -0.45443  0.072
O  -4.38318  1.36359  0.34894  0.076
H  2.74412  2.17096  1.48308  0.120

=====

Record 2
Computed, not measured: an isolated molecule of C17H22N4O5, with the ωB97M-V functional and the def2-TZVPD basis.

SMILES string ... C#CCOC(=O)CNC(=O)[C@H](CCCOC)NC(=O)c1cnc(C)cn1
Relative energy (zero: lowest compared OMol25 entry of this formula, charge and spin) ... 51.8 kcal per mole
Total charge ... 0
Total energy ... -34182.723 eV
Lowest unoccupied orbital energy ... 0.39 eV
HOMO level ... -9.50 eV
HOMO-LUMO gap ... 9.9 eV
Spin multiplicity ... 1

Last column: Löwdin charge in e.
Geometry (Å):
H  -6.06972  1.94080  4.57083  0.083
H  4.84826  4.27800  -2.36201  0.032
H  -5.70374  -1.44800  3.79446  0.115
C  -0.57373  -1.29329  -3.29149  -0.250
N  -4.41325  1.34219  2.48047  0.126
N  -3.98853  -1.40011  2.66426  0.154
H  -0.83005  0.41387  1.48701  0.122
H  7.40704  1.54579  -0.40179  0.131
O  5.67809  0.85887  0.37338  0.011
C  5.80135  2.46893  -1.40046  -0.093
N  2.64580  -0.94727  1.13230  0.084
O  4.23420  -0.20497  -0.98682  0.131
H  -1.32146  -1.89163  -3.82900  0.124
O  -1.98640  -2.48488  1.07135  0.078
C  6.41747  1.30047  -0.77952  -0.166
C  -3.37507  0.75211  1.89875  -0.063
H  0.33357  -2.08361  0.71719  0.155
H  -7.01427  1.75479  3.10102  0.083
C  3.87125  -0.24305  1.39686  -0.065
O  1.30780  0.79471  1.69922  0.079
H  0.32645  0.15083  -5.29670  0.088
C  5.29984  3.42794  -1.91050  0.136
H  0.34889  0.26956  -1.23162  0.132
C  0.29972  -1.01474  0.48990  -0.227
C  -0.67347  0.38899  -4.91454  -0.117
C  0.40865  -0.80177  -1.02663  -0.125
H  6.49112  0.48614  -1.49913  0.128
O  -0.78417  0.08037  -3.54635  -0.190
C  1.45176  -0.29499  1.17541  -0.424
C  -6.41697  1.21467  3.83539  -0.037
H  0.41833  -1.59116  -3.66314  0.126
C  -1.97170  -1.30160  1.34020  -0.430
H  3.63651  0.66395  1.95151  0.137
H  -7.04794  0.48195  4.33559  0.073
H  -1.41295  -0.16170  -5.50837  0.087
C  -3.15170  -0.61698  1.98977  -0.173
H  -0.85160  1.45622  -5.02750  0.087
H  4.55089  -0.83938  2.00802  0.139
H  1.39591  -1.13167  -1.36664  0.118
H  -2.71942  1.39478  1.32293  0.116
C  -5.24628  0.56423  3.16561  -0.315
C  -0.67678  -1.53647  -1.80110  -0.165
N  -0.93112  -0.48153  1.03016  0.113
C  -5.02033  -0.81146  3.24294  -0.072
H  -1.66331  -1.21614  -1.46067  0.118
H  2.70210  -1.75149  0.52799  0.145
C  4.58320  0.12868  0.11222  -0.465
H  -0.61425  -2.61095  -1.61079  0.126

=====

Record 3
Computed, not measured: an isolated molecule of C17H22N4OS2 in a non-equilibrium geometry, with the ωB97M-V functional and the def2-TZVPD basis.

SMILES string ... COCCNC(=S)N1CCN(c2nc(-c3ccccc3)cs2)CC1
Relative energy (zero: lowest compared OMol25 entry of this formula, charge and spin) ... 31.6 kcal per mole
Total charge ... 0
Total energy ... -47661.446 eV
Lowest unoccupied orbital energy ... 0.54 eV
HOMO level ... -7.81 eV
HOMO-LUMO gap ... 8.3 eV
Spin multiplicity ... 1

Last column: Löwdin charge in e.
Geometry (Å):
H  1.25691  -4.11204  -3.75506  0.052
H  -1.84846  -2.68980  0.00867  0.103
O  0.85819  2.73792  4.99604  -0.225
C  2.08712  3.09453  5.74307  -0.088
C  -0.96537  0.92447  1.00577  -0.119
C  -2.26019  0.76894  3.14161  -0.816
S  -3.50335  0.24130  4.10338  0.616
H  0.02215  2.22191  6.90944  0.138
C  1.41692  -1.60427  -4.89915  -0.133
H  -1.77625  3.14759  5.32129  0.129
H  2.06551  1.46631  -6.35284  0.102
H  1.85722  0.41129  -4.07058  0.124
N  -0.75158  -1.06896  -0.47354  -0.118
H  -1.94843  0.56593  -0.86581  0.137
C  1.88440  -1.80764  -7.19373  -0.129
H  2.51343  2.31105  6.33257  0.070
H  -0.78656  2.20081  3.24452  0.114
H  -0.16038  0.79686  -0.98100  0.113
C  -0.95270  0.35229  -0.41886  -0.152
N  -1.50259  1.70603  3.78071  -0.027
S  0.09527  -3.55859  -1.55803  1.045
H  1.99870  3.94051  6.45165  0.086
H  2.14887  -0.11604  -8.47896  0.121
H  -0.76941  -2.17720  1.25017  0.104
C  -1.42123  -1.83024  0.52093  -0.206
C  0.88344  -3.38491  -3.08414  -0.372
H  0.22148  0.76136  5.71736  0.145
N  0.30909  -1.18745  -2.62571  0.086
H  -2.03450  1.46052  5.80600  0.054
C  2.00240  -0.45927  -7.41025  -0.109
H  2.71596  3.46211  4.96445  0.069
C  -2.43437  -1.04206  1.31158  -0.133
H  1.94001  -2.26822  -8.17815  0.097
C  0.83305  -2.07169  -3.52228  -0.322
H  0.06697  0.88315  1.37117  0.130
H  -2.73838  -1.75886  2.09152  0.115
H  -3.23718  -0.77015  0.69997  0.105
C  -0.03607  -1.81454  -1.52517  -0.508
C  1.79578  -0.23011  -5.01553  -0.052
H  1.31398  -3.52122  -5.91836  0.095
C  1.44013  -2.46486  -6.03669  -0.014
C  -0.03759  1.86783  5.83090  -0.176
C  -1.39611  2.11974  5.23651  -0.200
N  -1.89254  0.20885  1.92278  -0.085
H  -1.34264  1.91568  0.85826  0.117
C  2.06890  0.37113  -6.25648  -0.081

=====

Record 4
Computed, not measured: a 15-piece molecular cluster, C17H23BBrCl42OP overall in a non-equilibrium geometry, with the ωB97M-V functional and the def2-TZVPD basis.

Relative energy (zero: lowest compared OMol25 entry of this formula, charge and spin) ... 0.0 kcal per mole
Total charge ... 0
Total energy ... -625998.026 eV
Lowest unoccupied orbital energy ... -1.09 eV
HOMO level ... -9.78 eV
HOMO-LUMO gap ... 8.7 eV
Spin multiplicity ... 1

Last column: Löwdin charge in e.
Geometry (Å):
Cl  -2.83056  -0.30750  -1.50179  0.543
H  2.28995  -2.04173  -1.18615  -0.024
Cl  -3.67705  -2.30842  5.93857  0.526
Cl  -2.07654  -6.22791  8.99557  0.529
Cl  -2.44011  2.45004  -2.32782  0.517
Cl  7.54812  4.61597  -2.59946  0.541
Cl  -2.07837  3.80327  4.69650  0.543
Cl  4.54040  1.66060  -5.14444  0.501
Cl  -3.00333  -3.47926  9.19015  0.508
Cl  -5.42289  -3.39317  3.88487  0.548
H  -3.75054  2.15971  4.55499  -0.014
Cl  -3.24199  -4.63518  -1.32945  0.487
H  9.54573  4.11095  -3.71054  0.013
H  -2.81789  -4.81684  7.28380  -0.019
Cl  -2.99824  -0.56725  -5.04495  0.524
P  2.41674  -3.39821  -1.57369  0.658
H  8.12619  2.92584  -9.22266  0.012
H  -4.79163  -4.86946  -3.06509  -0.039
H  0.46278  -3.65939  1.39191  0.000
H  -0.37338  -1.76011  -5.29022  0.081
C  0.26164  1.31222  11.88725  -1.578
Cl  7.99383  4.31502  -5.45338  0.523
Cl  -3.74549  -3.37982  -5.20138  0.540
Cl  6.02427  3.03875  -8.21048  0.494
C  7.19476  3.41895  -9.47370  -1.562
H  -0.57413  -0.44994  -3.39025  0.024
Cl  4.82050  -0.60547  -3.34128  0.536
C  -3.46765  5.57717  1.38288  -1.560
Cl  6.66023  2.81013  -11.03919  0.531
C  8.50988  3.82340  -3.84414  -1.531
Cl  0.51780  2.81644  12.77016  0.519
Cl  -4.97971  5.28492  0.52422  0.527
Cl  -0.45999  -2.80741  3.39256  0.543
Cl  -2.12454  4.75241  0.58548  0.517
Cl  -5.38877  -1.51691  -3.68436  0.540
C  -4.08788  -2.29730  4.22128  -1.547
Cl  -1.45549  0.91669  11.79666  0.516
C  0.58725  -1.76665  -4.72668  -0.294
C  0.80677  -3.24150  -4.26627  -0.693
H  -0.40267  3.08301  7.03399  -0.066
Cl  -4.87474  1.67637  -0.93942  0.535
C  -3.14552  1.38482  -1.11498  -1.519
Cl  1.17739  -0.01041  12.61312  0.524
C  0.17399  -2.67528  1.74756  -1.523
Cl  1.51907  1.32448  -6.70148  0.534
H  -3.56545  5.16655  2.38039  -0.024
Cl  -4.13718  3.14732  6.63973  0.549
H  -3.22173  -2.63086  3.66472  -0.045
Cl  1.59415  -1.62553  1.73449  0.534
H  -3.16276  -2.13573  -3.32324  -0.089
H  1.40011  -1.50845  -5.43592  0.097
C  -3.11324  2.52287  5.35294  -1.539
C  -3.13584  -4.99983  8.30348  -1.581
C  -4.62892  -5.38470  -2.12548  -1.555
Cl  -6.08555  -5.21078  -1.14602  0.532
Cl  -4.80777  -5.55593  8.25613  0.525
H  0.84814  -3.87198  -5.18256  0.092
H  0.43058  3.38298  -6.54515  0.016
Cl  -0.78299  4.04398  9.12975  0.534
H  1.01824  0.20022  -3.83972  0.008
Cl  -3.14303  7.30254  1.53359  0.535
H  0.91385  -1.09796  -2.62626  0.045
Cl  -2.12832  1.17921  5.92074  0.540
H  -2.67063  1.60192  -0.16487  0.004
Cl  1.26230  4.71968  7.17726  0.535
C  -3.75517  -1.92167  -4.20707  -1.593
H  3.13745  -3.55268  -4.18248  0.052
Cl  1.22284  2.07805  8.38136  0.553
C  0.29565  2.42254  -6.06255  -1.505
H  3.80325  -3.60724  -1.38462  -0.003
Br  -0.74193  -3.87032  -3.25809  0.724
Cl  -1.32358  1.83485  -6.43908  0.526
B  2.16158  -3.42338  -3.50752  -0.273
Cl  7.50177  5.15521  -9.53944  0.522
Cl  0.48903  2.64395  -4.32384  0.543
Cl  -4.30286  -7.07891  -2.48545  0.539
H  0.62131  1.45099  10.87545  -0.069
C  0.24027  3.44007  7.82806  -1.552
Cl  8.41884  2.06297  -3.67250  0.559
Cl  4.03975  1.99802  -2.30196  0.533
C  4.98937  1.14700  -3.51789  -1.550
O  1.57291  -4.35418  -0.77223  -0.505
Cl  -1.08591  -2.05014  0.68033  0.498
H  6.03355  1.39472  -3.37030  -0.079
Cl  -4.45596  -0.65740  3.67600  0.526
C  0.48186  -0.73297  -3.57429  -0.125